The following is a quantum chemistry calculation of an isolated molecule of CFNO2S2 at a distorted geometry, from OMol25.

Calculated values
- Gap between HOMO and LUMO: 0.3760 Ha
- Strongest force on any atom: 2.88 eV/A
- Energy relative to the best compared isomer or geometry (same formula, charge and spin): 0.00 kcal per mole

Geometry as XYZ:
```
7
CFNO2S2 | OMol25 | ωB97M-V with the def2-TZVPD basis set
N 0.910 -0.349 -2.385
C 0.756 -0.721 -1.316
S 0.593 -1.352 0.226
S -0.387 0.443 0.660
O 0.573 1.461 0.913
O -1.476 0.587 -0.200
F -0.970 -0.068 2.102
```

Atom charges from the Mulliken analysis, given in e for atoms 1 to 2: -0.314, 0.399